Molecular formula: C35H39GaN5
Method: DFT, ωB97M-V with the def2-TZVPD basis set

Element x y z (Å)
Ga  1.18513  0.43820  0.18316
N  -0.77624  0.70015  3.55678
N  0.00110  2.96899  -0.32801
N  2.64103  0.78122  1.41942
N  4.12859  2.11988  2.29970
N  0.88521  2.51000  -2.37038
C  -0.44552  -1.44226  -1.50846
C  -0.33875  0.93565  1.30879
C  4.13675  0.95326  3.08916
C  -0.68286  1.13786  4.81510
C  1.46541  1.85465  -3.49700
C  -0.68182  2.35737  -4.79003
C  -2.04966  -1.36245  0.15284
C  3.60517  1.33068  -2.20444
C  2.51125  0.54850  -5.78855
C  0.25264  -1.65542  -0.22771
C  2.74280  1.25487  -3.44556
C  2.92727  -1.17311  3.02176
C  0.66705  2.05054  -0.99894
C  1.28510  1.19913  -5.82365
C  3.07148  -0.14032  -6.99001
C  4.85436  -0.85802  4.47840
C  0.20805  -1.50304  -2.84031
C  0.72603  1.82691  -4.70036
C  3.82809  -1.68359  3.97276
C  -0.38688  3.94897  -1.19467
C  0.24197  2.83680  2.84297
C  -0.84352  -1.73247  0.77918
C  -0.67902  -1.91746  2.24160
C  5.00319  0.47245  4.05812
C  -0.05204  2.36560  5.17443
C  0.19089  3.74126  -2.43954
C  -0.28458  1.51713  2.56755
C  1.52097  -2.46049  -0.10570
C  -1.80007  -1.19262  -1.25818
C  3.19928  0.56349  -4.57635
C  -3.33206  -1.11300  0.86669
C  3.15486  0.11992  2.55998
C  -2.81392  -0.77876  -2.26171
C  0.40172  3.22300  4.15918
C  3.19727  1.99883  1.32849
H  2.06533  -1.72939  2.63704
H  3.57712  2.30542  -1.68287
H  3.32584  0.52992  -1.48711
H  4.65779  1.13891  -2.47805
H  1.31103  -3.54547  -0.09618
H  0.69962  1.22146  -6.73188
H  2.06371  -2.22135  0.81897
H  -3.73491  -2.03530  1.31900
H  3.78939  0.47852  -7.53000
H  2.18992  -2.25878  -0.95253
H  4.70656  2.95097  2.38681
H  -4.09533  -0.73552  0.17445
H  3.74115  -2.71681  4.31664
H  1.28600  -1.68429  -2.73910
H  -3.58900  -0.15292  -1.80197
H  5.54978  -1.27777  5.20720
H  3.59955  -1.05394  -6.72863
H  4.14122  0.03657  -4.48615
H  0.20819  -2.56071  2.46554
H  -2.32228  -0.20954  -3.06356
H  -0.76193  3.45875  -4.72585
H  -1.34751  1.08385  0.76371
H  -3.21093  -0.37835  1.68292
H  0.02510  2.67163  6.21590
H  -1.18875  4.59740  -0.85751
H  0.51805  3.38962  1.93710
H  0.88311  4.17641  4.36351
H  -1.63799  -2.39761  2.61792
H  5.78643  1.13343  4.44667
H  -1.04926  2.06879  -5.78704
H  2.97523  2.71763  0.54643
H  -0.21498  -2.31667  -3.46050
H  0.07217  -0.56511  -3.40176
H  -3.31852  -1.64144  -2.72607
H  2.29605  -0.40297  -7.70268
H  -1.10778  0.49186  5.61047
H  0.13107  4.37168  -3.32690
H  -1.35313  1.89963  -4.03293
H  -0.58408  -0.93985  2.79434

Cartesian forces, eV/Å:
Ga -2.6 -0.4 0.2
N 0.3 2.0 0.9
N -0.2 -0.9 -1.0
N -0.4 -2.0 0.3
N 1.4 0.1 1.8
N -1.1 1.1 1.9
C -1.1 0.5 0.7
C -1.9 0.3 -2.7
C 0.6 0.7 -0.5
C 0.7 1.1 0.5
C 0.0 0.0 -0.3
C -0.5 0.0 -0.6
C 2.1 -0.8 0.6
C 0.4 -0.4 0.1
C -0.1 0.2 0.7
C -0.4 0.9 0.3
C -0.5 0.2 0.0
C -0.4 -0.3 0.0
C 1.8 0.4 -1.6
C -0.2 0.3 0.5
C 0.2 -0.1 -0.3
C -0.6 -1.2 0.0
C 0.0 0.0 -0.5
C 0.5 -0.3 0.3
C 0.7 0.7 0.4
C 0.6 -0.3 -1.1
C -0.2 -1.7 -0.6
C -0.6 0.9 -1.4
C -0.4 -0.6 0.6
C 0.5 1.0 0.2
C -0.6 -0.6 -0.3
C -0.4 -0.2 0.9
C -0.3 1.0 2.8
C 0.1 -0.8 0.0
C 1.6 -0.3 0.2
C -0.1 0.3 0.3
C -0.4 0.0 0.2
C -0.7 0.7 -2.1
C -0.1 0.0 -0.4
C -0.2 -0.4 -0.2
C -0.4 0.9 -1.4
H 0.6 0.2 0.3
H -0.3 -0.5 -0.3
H 0.2 0.5 -0.2
H -0.4 0.1 0.1
H 0.2 0.1 0.0
H 0.0 -0.1 -0.2
H -0.1 -0.2 -0.4
H 0.1 0.2 -0.1
H 0.0 0.2 0.1
H 0.0 -0.1 0.2
H -0.2 -0.7 0.3
H 0.1 0.0 0.2
H 0.0 0.4 -0.1
H -0.2 0.1 -0.2
H 0.1 0.0 -0.2
H -0.2 0.2 -0.2
H 0.0 -0.1 0.1
H 0.1 0.0 -0.1
H -0.8 0.2 0.0
H -0.3 -0.1 0.1
H 0.0 -0.8 0.0
H 1.6 -0.5 1.0
H 0.0 -0.2 -0.3
H 0.0 -0.2 -0.1
H 0.5 0.5 -0.4
H 0.0 0.0 0.7
H -0.1 -0.1 0.2
H 1.2 0.3 -0.1
H -0.2 -0.4 0.0
H -0.1 0.1 0.3
H 0.1 -0.1 0.5
H 0.2 0.3 0.2
H 0.1 -0.2 0.0
H 0.0 0.2 0.0
H -0.2 0.0 -0.1
H 0.3 0.4 -0.6
H 0.2 -0.5 0.4
H 0.5 0.4 -0.3
H -0.1 -1.3 -0.6

Calculated values
* HOMO level (alpha / beta): -3.19 / -1.01 eV
* net charge: -1
* relative energy (zero: lowest compared OMol25 entry of this formula, charge and spin): 0.00 kcal/mol

Molecular formula: C34H28N5O3PRhS2
Method: DFT, ωB97M-V with the def2-TZVPD basis set

Element x y z (Å)
Rh  -1.10470  1.60052  0.81556
S  -2.54645  2.10572  2.53146
S  5.31105  -1.76727  -4.79474
P  -0.29696  -0.60882  1.66319
O  4.09311  -2.43261  -4.42612
O  6.52749  -2.51039  -4.66320
O  5.22778  -0.73994  -5.80286
N  6.66648  -0.05112  -3.12230
N  0.41710  1.61320  -0.51303
N  4.36319  -0.17075  -2.88934
N  -3.47084  3.55509  0.37579
N  -1.49182  4.24772  1.38367
C  -1.98355  -2.19483  3.19174
C  -1.83250  -2.33729  -0.12614
C  -1.25731  -3.98197  4.62103
C  1.42975  -0.93197  1.20111
C  1.49270  2.18784  0.07884
C  2.36840  -0.25266  1.97780
C  -1.42061  -1.08921  0.31221
C  5.48577  -0.50080  -3.38542
C  6.71183  0.88823  -2.15141
C  -2.27969  -3.24429  4.04096
C  3.04533  1.10745  -1.40122
C  -2.90362  0.02732  -1.23323
C  -4.52083  2.75920  -0.10866
C  -0.65242  -1.89776  2.90122
C  5.58255  1.31805  -1.50836
C  -2.48268  3.28166  1.25897
C  4.32603  0.77261  -1.89796
C  0.37355  -2.61538  3.50820
C  -4.91306  1.55724  0.47103
C  2.78336  1.97757  -0.31289
C  -3.32354  -1.22913  -1.66031
C  -5.92199  0.81029  -0.11090
C  -2.80409  -2.39282  -1.11340
C  3.20309  -2.00140  -0.00092
C  4.13292  -1.33561  0.78287
C  -5.18295  3.22298  -1.24537
C  0.65109  0.79119  -1.56262
C  3.71845  -0.46341  1.77826
C  -6.55959  1.25802  -1.25459
C  -1.97160  0.08275  -0.21575
C  0.06562  -3.66382  4.35592
C  1.90429  0.52416  -2.01793
C  -6.19824  2.47619  -1.81050
C  1.84701  -1.79849  0.19874
H  4.43873  0.04593  2.39947
H  2.02388  0.42528  2.74985
H  7.69663  1.27293  -1.92967
H  -1.10697  4.37486  2.31103
H  -4.89687  4.16630  -1.68903
H  -0.22154  0.36341  -2.03542
H  -3.16705  -3.35261  -1.44692
H  -4.08264  -1.28907  -2.42423
H  3.53828  -2.67774  -0.77311
H  -7.33747  0.66635  -1.71116
H  3.58147  2.48380  0.20580
H  -2.77869  -1.61576  2.74097
H  1.12683  -2.31748  -0.41517
H  -6.21040  -0.12898  0.33544
H  2.05484  -0.13492  -2.85671
H  5.18609  -1.49715  0.61757
H  -4.44033  1.20368  1.37186
H  -1.48907  -4.80213  5.28373
H  5.63784  2.07331  -0.74037
H  -1.59327  5.11005  0.86256
H  -6.70466  2.84126  -2.68967
H  -3.31533  0.91379  -1.69619
H  -1.42187  -3.23592  0.31019
H  0.86503  -4.23801  4.80080
H  1.26993  2.85600  0.91323
H  -3.30823  -3.49868  4.24940
H  -3.35849  4.40950  -0.16169
H  1.40441  -2.37124  3.29802

Cartesian forces, eV/Å:
Rh 0.0 -1.0 0.6
S 0.0 0.3 0.4
S 0.7 2.5 2.7
P 0.1 -1.8 -0.7
O -0.8 -0.8 -0.4
O 0.4 -0.8 -0.7
O -0.2 -0.3 -1.4
N 2.1 2.1 1.8
N 1.5 0.6 -0.4
N -3.4 2.2 2.9
N 1.0 -0.1 0.2
N -0.4 0.2 -0.2
C 0.1 0.0 0.0
C 0.2 -0.1 0.2
C 0.1 0.0 0.0
C -0.2 0.6 0.3
C 0.0 0.5 0.1
C -0.1 -0.1 0.1
C 0.2 0.1 0.2
C 0.1 -3.5 -3.2
C 0.5 -1.2 -1.3
C -0.1 0.0 0.0
C -2.3 0.5 0.9
C -0.4 -0.8 -0.5
C -0.6 -0.5 -0.1
C 0.0 0.6 0.2
C -2.1 0.3 0.7
C -0.9 1.9 0.5
C 3.8 -1.1 -1.9
C 0.0 0.1 -0.1
C -0.1 0.0 0.2
C 0.4 -0.4 -0.7
C -0.1 0.7 -0.2
C 0.0 0.1 0.0
C 0.1 -0.3 0.2
C 0.0 -0.1 -0.1
C 0.0 0.0 0.1
C 0.1 0.0 0.1
C -0.3 0.2 -0.1
C 0.1 0.0 0.0
C 0.0 0.0 0.0
C -0.3 -0.2 -0.2
C 0.0 -0.1 0.1
C 0.6 0.3 0.1
C 0.0 0.0 0.0
C -0.1 -0.1 0.1
H 0.1 0.1 0.0
H 0.1 0.1 0.1
H 0.0 0.1 0.2
H -0.1 -0.1 -0.1
H 0.0 0.1 -0.1
H 0.0 0.0 0.0
H 0.0 -0.1 -0.1
H -0.1 -0.1 -0.2
H 0.0 0.0 -0.1
H -0.1 0.0 0.0
H 0.1 0.0 0.1
H -0.1 0.0 0.0
H -0.1 -0.1 -0.1
H 0.0 -0.1 0.1
H 0.1 -0.1 -0.2
H 0.1 -0.1 0.0
H -0.1 -0.1 -0.1
H 0.0 -0.1 0.0
H 0.1 0.1 0.1
H 0.1 -0.1 0.0
H 0.0 0.1 -0.1
H 0.0 0.0 0.0
H 0.0 -0.1 0.0
H 0.0 0.0 0.1
H 0.1 -0.1 -0.2
H -0.1 0.0 0.0
H 0.0 0.0 0.2
H 0.1 -0.1 0.0

Calculated values
* <S²>: 6.04
* HOMO level (alpha / beta): -9.28 / -9.28 eV
* multiplicity: 5
* net charge: +1
* relative energy (zero: lowest compared OMol25 entry of this formula, charge and spin): 35.30 kcal/mol

Molecular formula: C24H22Cl3IN8O3V
Method: DFT, ωB97M-V with the def2-TZVPD basis set

Element x y z (Å)
I  0.66451  -5.87795  -2.09213
V  -0.11129  -0.07255  -0.17813
Cl  -4.27249  -0.45425  5.26997
Cl  -2.64449  -2.26175  -4.60073
Cl  -4.93889  -0.08515  -0.06493
O  -1.88839  -0.21825  -0.04243
O  2.10371  1.72385  1.59707
O  1.55281  0.25805  0.08147
N  1.39371  5.17055  -0.67313
N  0.08711  -2.15095  -0.12043
N  -0.81389  4.79875  -0.20843
N  3.50141  -1.04845  -1.32073
N  -0.34489  -0.24455  1.94107
N  -0.60679  -2.95995  0.68277
N  -0.41909  2.04295  -0.40973
N  -0.29029  -0.23545  -2.16323
C  -3.89159  -0.19155  1.30177
C  -1.25049  -1.00385  -2.67403
C  -0.55709  -4.23795  0.26677
C  0.56901  2.89545  -0.61823
C  3.89981  0.63895  0.42067
C  0.59611  -2.91025  -1.07683
C  4.15161  -0.79525  -0.03873
C  -1.66129  -0.24575  2.23537
C  2.43041  0.90595  0.74197
C  -2.50609  -0.22525  1.08727
C  -2.17929  -0.35605  3.54877
C  0.09441  -0.58915  4.25857
C  -1.62259  2.56995  -0.15483
C  -1.80299  3.94275  -0.06243
C  -1.24039  -0.52195  4.58327
C  0.21471  -4.24325  -0.87733
C  0.51681  0.13465  -4.37973
C  0.57991  0.32145  -3.00913
C  0.50911  -0.44145  2.93147
C  -4.41189  -0.22365  2.59427
C  -0.47769  -0.66445  -4.92013
C  0.38961  4.29425  -0.48793
C  -1.38169  -1.24835  -4.03603
C  -3.58489  -0.33065  3.69567
H  -1.96149  -1.43555  -1.98203
H  2.34531  4.85265  -0.70783
H  -2.46319  1.90725  -0.02903
H  1.36451  0.92135  -2.57033
H  1.24411  0.60545  -5.02333
H  -1.08349  -2.60215  1.50107
H  -2.77529  4.36635  0.14387
H  3.65471  -2.01665  -1.58373
H  1.56191  -0.47695  2.68777
H  -0.55889  -0.82265  -5.98383
H  4.21611  1.33575  -0.36323
H  3.72941  -1.49495  0.68907
H  1.21531  6.13035  -0.42543
H  1.54801  2.51435  -0.86903
H  -1.59009  -0.61695  5.59947
H  0.83821  -0.73875  5.02407
H  5.24001  -0.95945  -0.07713
H  1.21911  -2.49525  -1.84933
H  4.47861  0.86285  1.31837
H  3.94401  -0.47975  -2.03833
H  -5.47899  -0.17415  2.73217
H  -1.04399  -5.04285  0.77817

Cartesian forces, eV/Å:
I -0.1 0.4 0.3
V -0.8 -0.8 0.2
Cl -0.1 0.0 0.2
Cl -0.1 0.0 0.0
Cl 0.0 0.0 0.0
O -3.1 0.1 -1.1
O 0.4 -0.3 -0.3
O 3.4 0.3 -0.2
N 0.4 0.2 -0.1
N 0.1 -0.1 0.0
N 0.5 0.3 0.0
N 0.2 -0.2 -0.4
N 0.5 -0.2 0.7
N -0.2 -0.5 0.2
N -0.1 0.7 0.0
N 0.1 -0.1 -1.8
C 1.3 0.0 -0.7
C -0.6 -0.4 -0.4
C 0.3 0.2 -0.3
C 0.2 0.6 0.0
C -0.4 -0.4 0.0
C 0.0 -0.6 0.1
C 0.2 0.1 0.1
C -1.1 -0.2 0.4
C 1.3 1.5 1.5
C -1.4 -0.1 1.8
C 0.1 0.0 -0.4
C -0.3 0.0 0.3
C -0.6 0.3 0.2
C 0.1 -0.5 -0.1
C 0.3 0.0 -0.2
C 0.1 -0.4 -0.3
C 0.0 0.0 0.0
C 0.3 0.1 -0.3
C -0.1 0.2 -0.3
C 0.3 -0.1 0.9
C -0.2 0.0 0.5
C -0.7 -0.5 -0.1
C 0.4 0.3 0.1
C -0.4 0.1 -0.5
H 0.0 0.0 0.0
H 0.0 0.1 0.1
H 0.1 0.0 0.0
H 0.0 0.0 0.0
H 0.0 0.1 0.0
H 0.1 0.1 -0.2
H -0.1 -0.1 0.0
H 0.1 0.1 -0.1
H -0.1 0.0 0.0
H 0.0 -0.1 -0.1
H 0.0 0.0 0.0
H 0.1 0.0 0.0
H 0.1 -0.1 0.0
H 0.0 -0.1 0.1
H 0.1 0.0 0.1
H 0.1 0.0 0.1
H -0.2 0.0 0.1
H 0.0 0.1 0.0
H -0.1 0.1 -0.1
H 0.0 -0.1 0.0
H -0.1 0.0 0.0
H -0.1 -0.1 0.2

Calculated values
* <S²>: 2.01
* HOMO level (alpha / beta): -10.22 / -10.64 eV
* multiplicity: 3
* net charge: +1

- What is the net charge in the third record?
  +1

- Look up the net charge of the third one.
  +1